Record 1
Below is 3 unconnected molecules or ions with the total composition C5H12N2O2 at a distorted geometry, with properties calculated with ωB97M-V/def2-TZVPD.

Geometry as ORCA input:
```
! wB97M-V def2-TZVPD RIJCOSX def2/J DEFGRID3
* xyz 0 1
C -0.2578 -0.1219 -0.7271
C 1.8293 -0.6470 -0.2523
C 0.3305 1.6455 0.8142
C 1.7712 -2.0872 0.1442
N -0.1045 0.2805 0.5244
C -2.3230 0.6059 0.7747
N -0.4528 0.6791 -1.8027
O -3.0680 -0.5262 0.5777
O -2.7944 1.5586 1.3508
H -3.9363 -0.3859 1.0120
H -0.5572 -1.1547 -0.8697
H -1.0213 0.3170 -2.5522
H -0.4997 1.6770 -1.6672
H 2.3425 0.0032 0.4463
H 2.1178 -0.4258 -1.2763
H 0.9021 2.1081 0.0019
H 0.9603 1.6116 1.7033
H -0.5384 2.2693 1.0305
H 1.2585 -2.2035 1.1022
H 2.7812 -2.5010 0.2654
H 1.2603 -2.7025 -0.6001
*
```

For the max |F|, the calculation gives 1.57 eV/Å. The HOMO energy (alpha / beta) comes out at -6.695 / -7.302 eV. The value obtained for the relative energy (zero: lowest compared OMol25 entry of this formula, charge and spin) is 580.8 kJ/mol. As for the molar mass: 132.163 u. The lowest unoccupied orbital energy (alpha / beta) is 0.1 / 0.7 eV. As for the gap between HOMO and LUMO (alpha / beta): 6.81 / 7.96 eV. Its total energy is -12449.962 eV.

Charges in e, computed with Mulliken, in the same order as the atoms:
1 C -0.168
2 C -0.477
3 C -1.120
4 C -1.016
5 N -0.221
6 C 0.395
7 N -0.405
8 O -0.407
9 O -0.525
10 H 0.312
11 H 0.507
12 H 0.263
13 H 0.201
14 H 0.288
15 H 0.333
16 H 0.412
17 H 0.341
18 H 0.327
19 H 0.315
20 H 0.346
21 H 0.299

=====

Record 2
Below is a molecular structure, C23H43N2OP3ScSe at a distorted geometry, with properties calculated with ωB97M-V/def2-TZVPD.

Geometry as ORCA input:
```
! wB97M-V def2-TZVPD RIJCOSX def2/J DEFGRID3
* xyz 3 1
Sc 0.5292 -0.2814 -0.8577
P 2.0748 -1.4254 0.8463
P -1.2993 0.2193 1.2827
P 1.4016 2.1944 -0.2861
H 2.2556 -1.0248 -4.6923
C 2.4222 -0.3943 -3.7950
C 1.7944 -0.4899 -2.5804
H 0.9227 -1.1848 -2.6122
C 1.7947 -3.2145 0.9899
C 1.9487 -0.9064 2.5857
C 3.8660 -1.2970 0.4928
C -3.0162 0.7320 0.8900
C -1.6719 -1.3985 2.0989
C -1.0818 1.2576 2.7872
C 2.5569 2.9246 -1.5203
C 2.3832 2.3793 1.2521
C 0.2013 3.5488 0.0122
H 3.2739 0.2814 -3.9181
H 2.4536 -0.2418 -1.7146
H 1.6622 -3.6520 -0.0103
H 0.8957 -3.4121 1.5919
H 2.6667 -3.6707 1.4848
H 0.9730 -1.1949 2.9992
H 2.0809 0.1795 2.6636
H 2.7449 -1.4161 3.1488
H 4.0271 -1.4686 -0.5796
H 4.4120 -2.0534 1.0694
H 4.2354 -0.2997 0.7638
H -3.5124 1.0872 1.8058
H -3.5730 -0.1233 0.4785
H -3.0012 1.5452 0.1522
H -1.7667 -1.2679 3.1897
H -0.8796 -2.1313 1.8973
H -2.6138 -1.7770 1.6797
H -1.9790 1.1668 3.4160
H -0.9635 2.3055 2.4941
H -0.2012 0.9280 3.3513
H 2.8127 3.9475 -1.2143
H 2.0579 2.9477 -2.4968
H 3.4792 2.3335 -1.6187
H 2.7826 3.4030 1.3042
H 3.2231 1.6750 1.2910
H 1.7555 2.2144 2.1370
H 0.7529 4.4877 0.1895
H -0.4038 3.3298 0.9050
H -0.4782 3.6950 -0.8388
C -0.5466 1.9316 -4.6776
C -0.2791 0.9280 -5.6199
C 0.2761 1.2992 -6.8561
C 0.5357 2.6446 -7.1618
C 0.1708 3.6465 -6.2468
C -0.4104 3.2813 -5.0410
Se -1.2154 1.6583 -2.8746
H -1.1787 3.1733 -2.6934
H -0.5098 -0.1216 -5.3946
H 0.4945 0.5288 -7.6057
H 1.0265 2.9253 -8.1025
H 0.3176 4.7122 -6.4759
H -0.7351 4.0714 -4.3581
N -4.8162 -4.1456 -1.1752
C -4.0761 -3.0188 -0.9752
O -4.4861 -1.9954 -0.4066
C -2.6654 -3.1403 -1.4183
C -1.9962 -4.3645 -1.5969
C -0.6303 -4.3900 -1.9073
C 0.0864 -3.1945 -1.9259
N -0.5600 -2.0375 -1.5941
C -1.9096 -1.9726 -1.4324
H -5.8082 -4.0560 -1.0481
H -4.4691 -4.9252 -1.7115
H -2.5418 -5.3003 -1.4679
H -0.0864 -5.3122 -2.1251
H 1.1502 -3.1443 -2.2150
H -2.3370 -0.9705 -1.2749
*
```

For the max |F|, the calculation gives 4.05 eV/Å. The HOMO energy comes out at -16.087 eV. The value obtained for the relative energy (zero: lowest compared OMol25 entry of this formula, charge and spin) is 0.0 kJ/mol. As for the molar mass: 580.448 u. The lowest unoccupied orbital energy is -10.2 eV. As for the gap between HOMO and LUMO: 5.90 eV. Its total energy is -143465.126 eV.

Charges in e, computed with Mulliken, in the same order as the atoms:
1 Sc -1.078
2 P 1.417
3 P 1.063
4 P 1.233
5 H 0.322
6 C -0.660
7 C -0.295
8 H 0.778
9 C -1.324
10 C -1.101
11 C -1.267
12 C -1.287
13 C -1.024
14 C -1.528
15 C -1.208
16 C -1.447
17 C -0.768
18 H 0.290
19 H 0.121
20 H 0.353
21 H 0.342
22 H 0.510
23 H 0.348
24 H 0.190
25 H 0.539
26 H 0.427
27 H 0.512
28 H 0.320
29 H 0.512
30 H 0.370
31 H 0.306
32 H 0.473
33 H -0.006
34 H 0.440
35 H 0.558
36 H 0.384
37 H 0.339
38 H 0.464
39 H 0.295
40 H 0.373
41 H 0.569
42 H 0.359
43 H 0.281
44 H 0.464
45 H 0.083
46 H 0.135
47 C 0.766
48 C -0.487
49 C -0.483
50 C -0.558
51 C -0.628
52 C -0.555
53 Se 0.185
54 H 0.072
55 H 0.545
56 H 0.406
57 H 0.408
58 H 0.404
59 H 0.361
60 N -0.353
61 C 0.412
62 O -0.612
63 C 0.270
64 C -0.496
65 C -1.095
66 C -0.362
67 N 0.412
68 C -0.673
69 H 0.289
70 H 0.154
71 H 0.393
72 H 0.475
73 H 0.700
74 H 0.869

=====

Record 3
Below is a molecular structure, C4H9N4 at a distorted geometry, with properties calculated with ωB97M-V/def2-TZVPD.

Geometry as ORCA input:
```
! wB97M-V def2-TZVPD RIJCOSX def2/J DEFGRID3
* xyz 1 1
C 3.4964 -0.4454 0.2160
C 2.3821 -1.2019 -0.1531
C -1.7643 1.0974 0.3153
C -0.4948 -0.5338 -0.9503
N 3.0667 0.8385 0.2162
N 1.8585 0.8233 -0.1442
N 1.3521 -0.3847 -0.2897
N -1.3776 -0.2881 -0.0228
H 4.4756 -0.7691 0.5074
H 2.2960 -2.3224 -0.0414
H -2.1455 1.4089 -0.5995
H -2.6753 1.0657 0.9649
H -0.9415 1.5392 0.7874
H -0.4191 0.3037 -1.5616
H -0.4314 -1.6008 -1.0934
H -1.3681 -0.9303 0.7993
H 1.2960 1.7149 -0.3214
*
```

For the max |F|, the calculation gives 3.39 eV/Å. The HOMO energy comes out at -14.679 eV. The value obtained for the relative energy (zero: lowest compared OMol25 entry of this formula, charge and spin) is 278.8 kJ/mol. As for the molar mass: 113.144 u. The lowest unoccupied orbital energy is -3.3 eV. As for the gap between HOMO and LUMO: 11.42 eV. Its total energy is -10245.109 eV.

Charges in e, computed with Mulliken, in the same order as the atoms:
1 C -0.332
2 C -0.078
3 C -0.887
4 C -0.439
5 N -0.683
6 N 0.437
7 N -0.060
8 N -0.151
9 H 0.415
10 H 0.331
11 H 0.396
12 H 0.327
13 H 0.327
14 H 0.462
15 H 0.352
16 H 0.289
17 H 0.292